No. 1
87
Properties=species:S:1:pos:R:3:forces:R:3 method="wB97M-V/def2-TZVPD" e_above_lowest_ev=0.000 homo_lumo_gap_ev="6.931 / 7.887" spin_multiplicity=4 e_lumo_ev="0.43 / 0.42" mol_weight_g_mol=698.38 e_homo_ev="-6.5 / -7.5"
V 0.70520 -1.30994 -0.02893 -0.7 0.1 -0.1
C 1.81655 0.44065 3.21623 0.0 0.0 0.1
P 1.44292 -1.11434 2.32824 0.2 0.1 0.3
C 0.47275 -2.00440 3.59354 0.0 0.0 0.1
C 3.07823 -1.96408 2.48701 0.0 0.0 0.0
C 3.14297 -3.20849 1.60259 0.0 -0.1 0.0
P 2.64283 -2.75363 -0.10736 0.4 -0.2 -0.1
C 2.59151 -4.36156 -0.96302 0.1 -0.1 0.0
C 4.19642 -2.04329 -0.77086 0.0 0.0 0.0
H 2.41570 0.23486 4.10665 0.0 0.0 0.0
H 0.89234 0.93089 3.51798 -0.1 0.0 0.0
H 2.36198 1.12752 2.56820 0.0 0.0 0.0
H 0.94395 -1.90750 4.57400 0.0 0.0 0.0
H 0.38830 -3.05630 3.32491 0.0 0.0 0.0
H -0.53566 -1.59102 3.63881 0.0 0.0 0.0
H 3.26725 -2.19882 3.53863 0.0 0.0 0.0
H 3.84320 -1.24337 2.18099 0.0 0.0 0.0
H 2.43895 -3.96670 1.95782 0.0 0.0 0.0
H 4.14050 -3.65866 1.60530 0.0 0.0 0.0
H 3.52007 -4.91983 -0.82226 0.0 0.0 0.0
H 2.43285 -4.20113 -2.03038 0.0 0.0 0.0
H 1.75497 -4.94636 -0.58205 0.0 0.0 0.0
H 5.03615 -2.73598 -0.68745 0.0 0.0 0.0
H 4.44027 -1.12342 -0.23784 0.0 0.0 0.0
H 4.04009 -1.78935 -1.82035 0.0 0.0 0.0
C -1.85406 -4.03974 -2.35539 0.0 0.0 0.0
Ge -2.12888 -3.33060 -0.54395 0.0 0.0 0.0
C -3.25908 -1.71528 -0.65147 0.0 0.0 0.0
C -3.21352 -4.70284 0.37152 0.0 0.0 0.1
C -0.52477 -3.00501 0.50825 0.0 -0.2 0.0
H -2.77696 -4.51678 -2.68724 0.0 0.0 0.0
H -1.06166 -4.78846 -2.36804 0.0 0.0 0.0
H -1.58506 -3.25986 -3.06535 0.0 0.0 0.0
H -3.65788 -1.56869 -1.65619 0.0 0.0 0.0
H -2.69455 -0.82890 -0.35667 0.0 0.0 0.0
H -4.10724 -1.81427 0.02746 0.0 0.0 0.0
H -4.17554 -4.86294 -0.11403 -0.1 0.0 -0.1
H -3.39776 -4.40141 1.40429 0.0 0.0 0.0
H -2.67794 -5.65292 0.39027 0.0 0.0 0.0
H -0.05008 -3.99795 0.57765 0.0 0.0 0.0
H -0.95948 -2.84717 1.50735 0.1 0.0 0.0
C 0.01153 1.47583 -5.04320 0.0 0.0 0.0
N 0.59021 0.37049 -4.30932 0.0 -0.1 0.0
C 0.03721 -0.21896 -3.24226 -0.2 -0.1 0.1
N -1.12207 0.24002 -2.76867 0.1 0.1 -0.2
S 0.76643 -1.59589 -2.53869 0.2 0.2 -0.3
H 0.35905 1.43569 -6.07322 0.0 0.0 0.0
H 0.29027 2.44089 -4.61210 0.0 0.0 0.0
H -1.07458 1.38985 -5.05704 0.0 0.0 0.0
H 1.47202 -0.01479 -4.60225 0.0 0.0 0.0
H -1.42034 1.18381 -2.97178 0.0 0.0 -0.1
H -1.35153 -0.06988 -1.82831 0.0 0.0 0.0
O -0.48996 0.29527 -0.07763 0.1 -0.1 -0.2
Si -0.55459 1.85903 0.22754 -0.1 0.0 0.2
C 1.09202 2.70773 -0.08893 0.1 -0.1 0.0
C 1.22988 4.09563 -0.15328 0.0 0.0 0.0
C 2.46118 4.69091 -0.37942 0.0 0.0 0.0
C 3.59157 3.90520 -0.55665 0.0 0.0 0.0
C 3.48040 2.52392 -0.50362 0.0 0.0 0.0
C 2.24200 1.94105 -0.27031 0.1 -0.1 0.0
C -1.06151 2.07851 2.02238 0.0 0.1 0.0
C -1.91488 1.12374 2.58084 0.0 -0.1 0.0
C -2.30379 1.19676 3.91041 0.0 0.0 0.1
C -1.84172 2.23267 4.71158 0.0 0.0 0.0
C -0.99634 3.19244 4.17548 0.0 0.0 0.0
C -0.61352 3.11280 2.84328 0.0 0.1 0.0
C -1.82439 2.75094 -0.84956 0.1 0.2 0.0
C -3.16344 2.83672 -0.47091 0.0 -0.1 0.0
C -4.10630 3.46181 -1.27432 -0.1 0.0 0.0
C -3.72947 4.02651 -2.48270 0.0 0.0 0.0
C -2.39976 3.97133 -2.87823 0.0 0.0 0.0
C -1.46638 3.34601 -2.06368 0.2 0.1 0.0
H 0.35758 4.72924 -0.03147 0.0 0.0 0.0
H 2.54027 5.76967 -0.42131 0.0 0.0 0.0
H 4.55264 4.36850 -0.73798 0.0 0.0 0.0
H 4.35300 1.89917 -0.64493 0.0 0.0 0.0
H 2.17978 0.85279 -0.23714 0.0 0.1 0.0
H -2.25456 0.29395 1.97089 0.0 0.0 0.0
H -2.96209 0.44346 4.32514 0.0 0.0 0.0
H -2.13883 2.28961 5.75098 0.0 0.0 0.0
H -0.62898 3.99867 4.79858 0.0 0.0 0.0
H 0.06551 3.85987 2.44639 0.0 0.0 0.0
H -3.48374 2.40736 0.47126 0.0 0.0 0.0
H -5.13862 3.51085 -0.95345 0.0 0.0 0.0
H -4.46438 4.51618 -3.10934 0.0 0.0 0.0
H -2.09032 4.42500 -3.81186 0.0 0.0 0.0
H -0.42223 3.34672 -2.37005 0.0 0.0 0.0

***

No. 2
87
Properties=species:S:1:pos:R:3:forces:R:3 method="wB97M-V/def2-TZVPD" e_above_lowest_ev=2.611 homo_lumo_gap_ev="7.113 / 6.878" spin_multiplicity=4 e_lumo_ev="0.50 / 0.35" mol_weight_g_mol=698.38 e_homo_ev="-6.6 / -6.5"
V 0.18115 0.30476 -0.07132 0.2 -0.6 0.4
C 0.84016 3.15347 1.63110 0.0 0.0 -0.1
P 0.77006 2.60796 -0.11960 0.1 0.8 -0.1
C 2.25549 3.44040 -0.77770 0.0 0.0 0.0
C -0.55633 3.67481 -0.80388 0.0 0.0 0.0
C -1.88896 3.23106 -0.21682 0.1 -0.1 0.0
P -1.95098 1.29356 -0.16733 -0.6 1.2 -0.2
C -2.59440 1.16325 -1.88983 0.0 -0.1 0.1
C -3.41807 1.31668 0.93872 0.1 -0.2 0.0
H 0.82197 4.24377 1.69599 0.0 0.0 0.0
H 1.76491 2.78092 2.07528 0.0 0.0 0.0
H 0.00180 2.74511 2.19464 0.0 0.0 0.0
H 2.19470 4.50387 -0.53814 0.0 0.0 0.0
H 2.32572 3.31565 -1.85888 0.0 0.0 0.0
H 3.15814 3.02841 -0.32767 0.0 0.0 0.0
H -0.53897 3.54628 -1.89091 0.0 0.0 0.0
H -0.31554 4.72202 -0.59737 0.0 0.0 0.0
H -2.73427 3.66860 -0.75603 0.0 0.0 0.0
H -1.96348 3.57175 0.82187 0.0 0.0 0.0
H -3.44235 1.83458 -2.03090 0.0 0.0 0.0
H -2.89592 0.14920 -2.13378 0.0 0.0 0.0
H -1.80278 1.46075 -2.57992 0.0 0.1 0.0
H -4.03234 2.18165 0.69092 0.0 0.0 0.0
H -3.08974 1.41640 1.97549 0.0 0.0 0.0
H -4.01796 0.41660 0.85931 0.0 0.0 0.0
C -2.75608 -3.87213 -0.60877 0.0 -0.1 -0.1
Ge -3.27095 -2.08487 -0.03649 -0.1 0.1 0.0
C -4.69392 -1.49158 -1.24084 -0.1 0.0 -0.1
C -4.05558 -2.27283 1.74063 -0.1 0.0 0.1
C -1.75908 -0.87487 0.06345 0.6 0.0 0.0
H -3.62840 -4.52709 -0.54571 0.0 0.0 0.0
H -1.96489 -4.26790 0.02609 0.0 0.0 0.0
H -2.38794 -3.87765 -1.63523 0.0 0.0 0.0
H -5.55431 -2.14662 -1.08739 0.0 0.0 0.0
H -4.40031 -1.56269 -2.28922 0.0 0.0 0.0
H -5.00456 -0.46638 -1.03908 0.0 0.0 0.0
H -4.88782 -2.97692 1.68026 0.0 0.0 0.1
H -4.43325 -1.33044 2.13518 0.0 0.0 0.0
H -3.32278 -2.67125 2.44394 0.0 0.0 0.0
H -1.04650 -1.26245 -0.68117 -0.1 -0.6 -0.2
H -1.32413 -1.09135 1.05941 0.0 -0.1 0.0
C 3.96268 -2.62734 -3.12902 -0.1 0.0 0.0
N 3.09694 -2.99672 -2.02503 -0.1 0.1 0.1
C 1.76917 -2.83856 -1.94260 0.3 0.0 0.0
N 1.13447 -2.35619 -3.04934 -0.2 -0.1 0.1
S 0.93950 -3.18165 -0.52076 -0.1 0.0 -0.3
H 4.89549 -2.23456 -2.72737 0.0 -0.1 0.0
H 3.52105 -1.83153 -3.72450 0.0 0.1 0.0
H 4.18517 -3.48192 -3.77147 0.0 0.0 0.0
H 3.53348 -3.24844 -1.14886 0.0 0.0 -0.1
H 1.55758 -2.45564 -3.95588 0.1 0.0 0.0
H 0.13064 -2.43093 -3.01810 0.1 0.0 0.0
O 2.07848 -0.02809 0.16878 0.2 -0.2 0.1
Si 3.68385 0.02920 0.14993 -0.4 0.0 -0.1
C 4.30259 1.15480 1.52209 0.0 0.1 0.1
C 5.16032 2.24395 1.35600 0.0 0.0 0.0
C 5.54910 3.03098 2.43493 0.0 0.0 0.0
C 5.08328 2.74328 3.70903 0.0 0.0 0.0
C 4.22465 1.66745 3.89959 0.0 0.0 0.0
C 3.84242 0.88761 2.81819 0.0 0.0 0.0
C 4.44754 -1.66063 0.45908 0.1 -0.1 0.0
C 5.57186 -2.13047 -0.22947 0.1 0.0 0.2
C 6.09793 -3.39442 0.01645 0.0 0.1 0.0
C 5.50651 -4.21823 0.96427 0.0 0.0 0.0
C 4.39132 -3.77372 1.66085 0.0 0.0 0.0
C 3.86954 -2.51297 1.40646 0.0 0.0 0.0
C 4.27609 0.64370 -1.52595 0.1 0.1 -0.1
C 5.60893 0.94418 -1.83684 -0.1 -0.1 0.0
C 5.97454 1.39526 -3.09899 0.0 0.0 0.0
C 5.00893 1.56176 -4.08408 0.0 0.0 0.0
C 3.68157 1.27264 -3.79971 0.0 0.0 0.0
C 3.32515 0.81844 -2.53570 0.0 0.0 0.0
H 5.52251 2.50296 0.36743 0.0 0.0 0.0
H 6.21387 3.87141 2.27798 0.0 0.0 0.0
H 5.38500 3.35442 4.55029 0.0 0.0 0.0
H 3.85276 1.43859 4.89067 0.0 0.0 0.0
H 3.16271 0.05805 2.98445 0.0 0.0 0.0
H 6.04489 -1.50863 -0.98002 0.0 0.0 0.0
H 6.96795 -3.73495 -0.53169 0.0 0.0 0.0
H 5.91083 -5.20419 1.15605 0.0 0.0 0.0
H 3.91447 -4.41851 2.38839 0.0 0.0 0.0
H 2.97537 -2.19757 1.93252 0.0 0.0 0.0
H 6.38157 0.82169 -1.08481 0.0 0.0 0.0
H 7.01133 1.62301 -3.31290 0.0 0.0 0.0
H 5.29057 1.91784 -5.06714 0.0 0.0 0.0
H 2.92368 1.40325 -4.56354 0.0 0.0 0.0
H 2.28449 0.59758 -2.31846 0.0 0.0 0.0